Below is a cluster of 4 separate species, C37H78BN7O11PS in total, with properties calculated with the ωB97M-V functional and the def2-TZVPD basis.

Each atom is followed by the atoms it is bonded to, with distances in Å.
Positions of all 136 atoms, in Å:
1 C 4.7891 -1.5175 4.5990  C2 1.533, H32 1.092, H33 1.091, H34 1.089
2 C 5.3227 -0.9064 3.2986  C1 1.533, C3 1.542, H35 1.091, H36 1.091
3 C 4.1916 -0.4850 2.3387  C2 1.542, C4 1.529, H37 1.094, H38 1.092
4 C 4.5007 0.7655 1.5149  C3 1.529, C5 1.529, H39 1.095, H40 1.093
5 C 3.2681 1.5084 0.9984  C4 1.529, C6 1.527, H41 1.096, H42 1.093
6 C 2.3640 2.0662 2.0953  C5 1.527, C7 1.532, H43 1.094, H44 1.095
7 C 1.1750 2.8680 1.5560  C6 1.532, C8 1.547, H45 1.085, H46 1.094
8 C 0.1210 1.9039 0.9623  C7 1.547, C9 1.520, H47 1.090, H48 1.086
9 C -0.9836 1.7185 1.9904  C8 1.520, N10 1.495, H49 1.089, H50 1.092
10 N -1.9708 0.6530 1.6382  C9 1.495, C11 1.450, C19 1.322
11 C -1.7830 -0.0638 0.3918  N10 1.450, C12 1.514, H51 1.082, H52 1.089
12 C -0.7491 -1.1660 0.4769  C11 1.514, C13 1.387, C18 1.385
13 C -0.0375 -1.4209 1.6404  C12 1.387, C14 1.389, H53 1.084
14 C 0.9328 -2.4146 1.6490  C13 1.389, C15 1.378, H54 1.083
15 C 1.1796 -3.1668 0.5210  C14 1.378, C16 1.394, H55 1.085
16 C 0.4435 -2.9495 -0.6426  C15 1.394, C17 1.501, C18 1.387
17 C 0.6643 -3.7903 -1.8663  C16 1.501, H56 1.088, H57 1.093, H58 1.089
18 C -0.5074 -1.9394 -0.6468  C12 1.385, C16 1.387, H59 1.086
19 C -2.9229 0.4726 2.5378  N10 1.322, N20 1.348, N27 1.415
20 N -2.9783 1.2697 3.6231  C19 1.348, C21 1.320
21 C -4.0289 0.9071 4.3360  N20 1.320, B22 1.608, N25 1.323
22 B -4.4609 1.6150 5.7141  C21 1.608, O23 1.363, O24 1.354
23 O -4.2580 2.9595 5.8156  B22 1.363, H60 0.962
24 O -4.9092 0.8223 6.7166  B22 1.354, H61 0.964
25 N -4.6541 -0.1082 3.7630  C21 1.323, O26 1.345, N27 1.415
26 O -5.7509 -0.7148 4.2507  N25 1.345, H62 0.973
27 N -3.9729 -0.4750 2.5784  C19 1.415, N25 1.415, P28 1.742
28 P -4.5320 -1.8125 1.6116  N27 1.742, O29 1.592, O30 1.577, S31 1.898
29 O -4.9968 -0.9981 0.3248  P28 1.592, H63 0.970
30 O -3.2378 -2.5545 1.1011  P28 1.577, H64 0.970
31 S -5.8436 -2.9360 2.4002  P28 1.898
32 H 3.8465 -2.0400 4.4218  C1 1.092
33 H 4.5871 -0.7372 5.3343  C1 1.091
34 H 5.4965 -2.2158 5.0428  C1 1.089
35 H 5.9446 -0.0399 3.5286  C2 1.091
36 H 5.9606 -1.6428 2.8075  C2 1.091
37 H 4.0181 -1.3293 1.6654  C3 1.094
38 H 3.2831 -0.3656 2.9333  C3 1.092
39 H 5.0700 0.4442 0.6368  C4 1.095
40 H 5.1687 1.4415 2.0557  C4 1.093
41 H 2.7090 0.8084 0.3667  C5 1.096
42 H 3.5836 2.3409 0.3650  C5 1.093
43 H 2.9732 2.6956 2.7505  C6 1.094
44 H 1.9853 1.2501 2.7187  C6 1.095
45 H 1.4858 3.5833 0.8011  C7 1.085
46 H 0.7299 3.3722 2.4184  C7 1.094
47 H -0.2914 2.3701 0.0679  C8 1.090
48 H 0.6281 0.9718 0.7287  C8 1.086
49 H -1.5080 2.6663 2.1045  C9 1.089
50 H -0.5390 1.4414 2.9482  C9 1.092
51 H -2.7156 -0.4286 -0.0173  C11 1.082
52 H -1.4250 0.6585 -0.3410  C11 1.089
53 H -0.2056 -0.8342 2.5368  C13 1.084
54 H 1.5128 -2.5881 2.5467  C14 1.083
55 H 1.9609 -3.9179 0.5668  C15 1.085
56 H 1.6299 -4.2913 -1.8424  C17 1.088
57 H -0.0945 -4.5755 -1.9156  C17 1.093
58 H 0.5847 -3.2094 -2.7835  C17 1.089
59 H -1.0707 -1.7652 -1.5587  C18 1.086
60 H -4.9183 3.5418 5.4276  O23 0.962
61 H -5.7260 1.1357 7.1221  O24 0.964
62 H -6.4715 -0.5704 3.6130  O26 0.973
63 H -4.9923 -1.5569 -0.4675  O29 0.970
64 H -2.5645 -2.7466 1.7731  O30 0.970
65 C 0.5720 1.5552 -6.1068  O66 1.411, H74 1.089, H75 1.097, H76 1.094
66 O 1.6526 2.4595 -6.0377  C65 1.411, C67 1.422
67 C 1.3340 3.8010 -6.3871  O66 1.422, C68 1.512, H77 1.094, H78 1.093
68 C 1.3624 4.7098 -5.1786  C67 1.512, N69 1.457, H79 1.094, H80 1.098
69 N 0.2608 4.4222 -4.2688  C68 1.457, C70 1.459, H81 1.011
70 C 0.3605 5.0700 -2.9650  N69 1.459, C71 1.523, H82 1.094, H83 1.094
71 C 1.5429 4.7226 -2.0697  C70 1.523, O72 1.418, H84 1.094, H85 1.096
72 O 1.5020 3.3950 -1.5742  C71 1.418, C73 1.417
73 C 2.0036 2.3934 -2.4427  O72 1.417, H86 1.092, H87 1.094, H88 1.090
74 H 0.9853 0.5516 -6.0198  C65 1.089
75 H -0.1521 1.7039 -5.2957  C65 1.097
76 H 0.0454 1.6345 -7.0622  C65 1.094
77 H 0.3644 3.8491 -6.8914  C67 1.094
78 H 2.0970 4.1409 -7.0916  C67 1.093
79 H 1.2826 5.7473 -5.5159  C68 1.094
80 H 2.3447 4.5880 -4.7028  C68 1.098
81 H 0.2043 3.4229 -4.1239  N69 1.011
82 H -0.5435 4.8049 -2.4080  C70 1.094
83 H 0.3347 6.1543 -3.1113  C70 1.094
84 H 1.4728 5.3644 -1.1869  C71 1.094
85 H 2.5130 4.9364 -2.5316  C71 1.096
86 H 2.8261 2.7656 -3.0576  C73 1.092
87 H 1.2241 1.9867 -3.0936  C73 1.094
88 H 2.3739 1.5780 -1.8212  C73 1.090
89 C -4.9629 7.4141 -4.3136  O90 1.413, H98 1.088, H99 1.096, H100 1.094
90 O -4.5253 6.1276 -4.7007  C89 1.413, C91 1.420
91 C -3.4197 5.6229 -3.9666  O90 1.420, C92 1.514, H101 1.095, H102 1.093
92 C -3.8269 4.4859 -3.0543  C91 1.514, N93 1.456, H103 1.096, H104 1.099
93 N -4.6334 4.9421 -1.9306  C92 1.456, C94 1.457, H105 1.012
94 C -5.2504 3.8775 -1.1511  N93 1.457, C95 1.526, H106 1.093, H107 1.098
95 C -6.2326 2.9337 -1.8383  C94 1.526, O96 1.409, H108 1.095, H109 1.098
96 O -7.4508 3.5300 -2.2186  C95 1.409, C97 1.417
97 C -7.4382 4.2272 -3.4519  O96 1.417, H110 1.093, H111 1.093, H112 1.089
98 H -5.6625 7.7586 -5.0726  C89 1.088
99 H -5.4780 7.4084 -3.3458  C89 1.096
100 H -4.1279 8.1188 -4.2614  C89 1.094
101 H -2.9170 6.4170 -3.4056  C91 1.095
102 H -2.7072 5.2258 -4.6942  C91 1.093
103 H -2.9187 4.0125 -2.6641  C92 1.096
104 H -4.3516 3.7463 -3.6745  C92 1.099
105 H -5.3568 5.5612 -2.2729  N93 1.012
106 H -5.7823 4.3502 -0.3212  C94 1.093
107 H -4.4481 3.2710 -0.7111  C94 1.098
108 H -6.5001 2.1637 -1.1078  C95 1.095
109 H -5.7790 2.4124 -2.6916  C95 1.098
110 H -6.7601 3.7614 -4.1719  C97 1.093
111 H -7.1622 5.2777 -3.3265  C97 1.093
112 H -8.4502 4.1950 -3.8529  C97 1.089
113 C 6.3351 -9.2938 0.8257  O114 1.413, H122 1.088, H123 1.096, H124 1.094
114 O 4.9531 -9.5689 0.9357  C113 1.413, C115 1.421
115 C 4.5167 -9.9329 2.2385  O114 1.421, C116 1.513, H125 1.094, H126 1.093
116 C 3.6713 -8.8445 2.8617  C115 1.513, N117 1.456, H127 1.094, H128 1.099
117 N 4.4698 -7.6716 3.1893  C116 1.456, C118 1.456, H129 1.011
118 C 3.7058 -6.4901 3.5647  N117 1.456, C119 1.524, H130 1.093, H131 1.095
119 C 2.7342 -5.8974 2.5508  C118 1.524, O120 1.418, H132 1.094, H133 1.097
120 O 3.3495 -5.3052 1.4187  C119 1.418, C121 1.418
121 C 3.7177 -6.2017 0.3832  O120 1.418, H134 1.093, H135 1.092, H136 1.091
122 H 6.5681 -9.2333 -0.2357  C113 1.088
123 H 6.6124 -8.3434 1.2964  C113 1.096
124 H 6.9361 -10.0917 1.2706  C113 1.094
125 H 5.3684 -10.1817 2.8780  C115 1.094
126 H 3.9006 -10.8297 2.1337  C115 1.093
127 H 3.2168 -9.2313 3.7788  C116 1.094
128 H 2.8592 -8.6211 2.1555  C116 1.099
129 H 5.0586 -7.4437 2.3992  N117 1.011
130 H 4.4240 -5.7082 3.8241  C118 1.093
131 H 3.1446 -6.7189 4.4767  C118 1.095
132 H 2.2044 -5.0834 3.0545  C119 1.094
133 H 1.9699 -6.6160 2.2306  C119 1.097
134 H 3.0203 -7.0394 0.3069  C121 1.093
135 H 4.7310 -6.5864 0.5154  C121 1.092
136 H 3.6995 -5.6417 -0.5531  C121 1.091

HOMO = -10.244 eV
2S+1 = 1
energy above the lowest of the compared OMol25 structures with the same formula, charge and spin = 0.0 kJ/mol
HOMO-LUMO gap = 7.1 eV
F_max = 1.200 eV/A
total charge = +1
E_tot = -93380.726 eV